The following is a quantum chemistry calculation of a molecular structure, C8H11NO4 in a non-equilibrium geometry, from the OMol25 dataset.

For the LUMO energy, the calculation gives 0.6 eV. Its maximum force is 5.937 eV Å⁻¹. For the energy relative to the best compared isomer or geometry (same formula, charge and spin), the calculation gives 63.5 kcal/mol. The calculation puts the highest occupied orbital energy at -8.5256 eV. For the orbital gap, the calculation gives 9.1 eV. The spin multiplicity is 1.

Last column: Mulliken charge in e.
Element x y z (Å)
C (2.5593, -0.8886, 0.7594)  -0.3568
C (1.7714, 0.4687, 0.9265)  -0.4534
C (0.9637, 0.6287, -1.2273)  -0.8114
C (-1.2220, 1.3886, -0.3129)  -0.0597
C (-2.5529, 1.2237, 0.1536)  -0.8705
C (-2.9724, -0.1752, 0.1882)  1.0220
C (-2.1151, -1.1881, -0.1781)  -0.6459
C (-0.7927, -0.9816, -0.5768)  0.6976
H (4.6835, -1.2395, 0.1596)  0.3212
H (1.9411, -1.4807, 0.0572)  0.2424
H (2.8371, -1.3214, 1.6870)  0.4404
H (0.7109, 0.4429, 1.4374)  0.2452
H (2.4040, 1.0521, 1.5410)  0.4508
H (1.0322, 1.1568, -2.1428)  0.4326
H (1.2511, -0.3805, -1.4485)  0.4774
H (-0.7063, 2.3637, -0.4891)  0.3617
H (-3.3330, 2.0358, 0.3418)  0.2334
H (-4.7354, 0.2091, 0.6621)  0.2879
H (-2.6587, -2.2143, -0.2914)  0.2491
N (-0.4090, 0.3381, -0.6531)  -0.0530
O (3.8323, -0.3656, 0.0869)  -0.5954
O (1.7278, 1.2918, -0.3170)  -0.4104
O (-4.2238, -0.5559, 0.5289)  -0.4826
O (0.0070, -1.8086, -0.8925)  -0.7225